Entry 1:
DFT (ωB97M-V with the def2-TZVPD basis set) results for the ion C3H5NO3 with charge +1.

The HOMO energy (spin up / spin down) is -16.3 / -16.2 eV. The value obtained for the relative energy (zero: lowest compared OMol25 entry of this formula, charge and spin) is 62.6 kJ/mol. As for the multiplicity: 2. The value obtained for the calculated total energy is -10814.827 eV. The net charge is +1. The expectation value of S² is 0.76. For the HOMO-LUMO gap (spin up / spin down), the calculation gives 10.8 / 6.2 eV.

Structure (XYZ):
```
12
Properties=species:S:1:pos:R:3:forces:R:3
O -1.9549 1.0486 0.8513 -0.235 -0.609 0.906
O 1.0817 -1.9347 0.6838 0.522 -0.888 0.508
O -0.5363 1.6263 -0.7630 1.452 -0.938 0.218
N -0.5315 -0.5509 0.0890 1.194 -0.810 0.327
C -1.0379 0.7739 0.1681 -0.540 2.219 -1.318
C 1.7769 -0.2431 -0.8712 -0.663 0.428 -0.174
C 0.8069 -0.9196 0.0605 -2.049 1.502 -1.505
H -0.1749 2.4503 -0.3894 -0.709 -0.076 0.048
H -1.2056 -1.2007 0.4892 0.330 -0.154 0.353
H 2.7011 -0.7935 -0.9992 0.034 0.078 0.105
H 1.1919 -0.1128 -1.7913 0.206 -0.633 -0.111
H 1.8880 0.8121 -0.6248 0.458 -0.119 0.644
```
Forces are in eV/Å.



Entry 2:
DFT (ωB97M-V with the def2-TZVPD basis set) results for a structure of composition C12H26IN4O6Zn.

The HOMO energy (spin up / spin down) is -15.5 / -15.4 eV. As for the multiplicity: 2. The value obtained for the calculated total energy is -87618.454 eV. The net charge is +2. The expectation value of S² is 0.75. For the HOMO-LUMO gap (spin up / spin down), the calculation gives 11.0 / 6.2 eV.

Structure (XYZ):
```
50
Properties=species:S:1:pos:R:3:forces:R:3
I -0.5148 -5.5484 19.9969 -0.112 0.345 0.147
Zn 0.7929 -7.8414 19.3446 0.976 -1.125 1.451
O 0.0357 -8.0515 17.6526 -2.484 0.303 -3.533
O 1.6402 -7.9406 21.3583 1.032 0.219 1.237
O 1.9776 -9.4460 18.8900 -0.995 -0.196 0.150
O 2.6404 -6.8633 18.9101 -1.368 -0.983 0.679
O 2.3429 -9.8147 22.2912 0.198 0.144 -2.708
O -0.6121 -9.2034 20.2751 -1.739 -1.839 0.921
N 4.0730 -10.0042 19.1415 1.528 -0.032 0.033
N -0.1585 -7.7768 15.3985 -1.459 0.180 0.042
N -2.4040 -9.0829 21.5776 -0.829 -1.468 1.528
N 4.2061 -5.3396 18.9517 1.764 1.843 0.233
C 2.9600 -10.0215 18.4552 -1.204 -0.340 -2.627
C 2.3214 -8.0420 23.6996 1.680 3.883 -1.191
C -1.4289 -9.8197 21.0615 3.852 2.454 -2.006
C 2.1261 -8.5154 22.3371 -1.653 -0.204 -2.399
C 3.9169 -6.6088 16.9058 0.818 -0.328 -0.698
C 3.5326 -6.2866 18.3226 0.100 0.803 -0.693
C 2.9196 -10.6380 17.0214 -0.767 -0.387 1.155
C -1.0407 -11.2092 21.5686 -0.142 0.244 0.485
C 2.4907 -10.3417 23.5392 0.833 -2.076 2.969
C 2.1916 -9.2176 24.5008 -2.547 -1.793 2.715
C -2.1218 -8.4937 16.5951 -0.663 1.572 -0.294
C -0.7106 -8.0607 16.6085 3.868 -0.663 0.524
H 1.1422 -9.1962 24.7948 -0.362 -0.681 0.063
H 0.7534 -7.4372 15.1280 0.191 -0.071 1.016
H -2.7135 -9.4634 22.4605 -0.791 0.301 -0.080
H 4.8424 -4.7032 18.4932 0.068 -0.491 -0.535
H 4.1783 -5.0876 19.9293 -0.881 -0.639 0.030
H 4.9024 -10.3589 18.6872 0.154 0.216 0.417
H 3.4678 -10.7367 23.8172 0.687 0.345 -0.939
H 3.3274 -7.6283 23.7689 0.361 0.162 -0.224
H 1.6858 -7.1594 23.7729 -0.269 -0.274 0.805
H 3.7954 -11.2116 16.7181 0.107 0.504 -0.088
H -2.3503 -9.5515 16.7252 0.366 0.216 0.420
H 2.0728 -11.3181 16.9286 -0.005 -0.321 0.574
H -0.8206 -7.6584 14.6450 0.034 -0.287 -0.039
H 3.6624 -5.9190 16.1011 -0.692 0.380 0.450
H -0.0659 -11.5038 21.1799 -0.299 0.210 -0.433
H -2.5527 -7.8047 17.3215 -0.561 -0.677 0.546
H -2.5764 -8.1463 15.6673 -0.021 -0.352 -0.168
H 1.9111 -11.2618 23.6144 -0.674 0.354 0.089
H 2.6796 -9.3028 25.4717 0.541 0.292 -0.403
H 2.5583 -9.8803 16.3261 0.786 0.380 -0.019
H 3.5546 -7.5962 16.6195 -0.118 0.091 0.206
H -1.7476 -12.0356 21.4945 -0.253 0.327 -0.511
H 5.0002 -6.6142 16.7854 0.172 -0.237 0.358
H -2.5178 -8.0889 21.4396 0.363 -0.241 -0.301
H -0.8778 -11.1420 22.6443 -0.078 0.305 0.249
H 4.0954 -9.2184 19.7756 0.487 -0.370 0.399
```
Forces are in eV/Å.



Entry 3:
DFT (ωB97M-V with the def2-TZVPD basis set) results for a structure of composition C30H31CeN3O3S.

The HOMO energy is -13.5 eV. The value obtained for the relative energy (zero: lowest compared OMol25 entry of this formula, charge and spin) is 78.9 kJ/mol. The value obtained for the calculated total energy is -65975.436 eV. The net charge is +2. For the HOMO-LUMO gap, the calculation gives 5.7 eV.

Structure (XYZ):
```
69
Properties=species:S:1:pos:R:3:forces:R:3
Ce -0.8451 -0.9453 0.0933 1.166 -0.624 1.324
S 2.6533 -0.6207 -0.4922 1.076 0.091 -1.438
O 1.1666 -0.9047 -0.9238 0.133 0.761 0.528
O -0.9979 -2.6424 1.1953 0.887 1.591 -0.658
O -0.5276 0.9957 1.3856 1.081 -1.770 -1.166
N -2.2095 -1.3327 -1.8472 -0.150 0.051 -1.502
N -2.5535 0.6758 -0.0800 0.281 -1.639 -0.016
N -2.5885 1.6783 0.7718 -0.511 1.659 -0.451
C -3.0634 -2.9817 -3.3853 0.212 1.371 0.162
C -0.8478 -3.3620 2.4665 -1.235 -0.310 0.619
C -5.0045 0.6824 -0.2981 1.440 0.817 -0.285
C 5.2016 -1.7058 -4.1779 -0.031 -0.886 -0.131
C -2.0098 -2.2348 -2.8617 -1.012 0.462 0.395
C 3.5736 -0.9704 -2.0155 0.323 1.417 -0.248
C 0.3262 -2.8853 3.2987 -0.193 -0.025 0.301
C -3.6276 0.1368 -0.5701 -1.256 0.275 0.214
C 3.9437 2.9921 0.7058 -0.328 0.281 0.405
C 3.1872 3.8316 -0.0891 -0.213 0.316 -0.556
C -2.1966 4.1249 2.1008 -0.267 0.230 0.198
C 0.4749 4.9584 2.5612 -0.874 1.119 0.151
C 0.2198 3.7148 2.0417 -0.069 -0.699 -0.345
C 3.0354 -1.6656 -3.0692 -0.754 -1.898 -0.264
C -0.7279 -4.8168 2.1003 -0.509 -0.148 -1.591
C -4.3047 -2.8478 -2.7690 0.082 -0.282 0.155
C -1.9400 5.4138 2.5926 -0.345 -1.151 -0.046
C -1.3907 1.9216 1.2858 -0.802 1.205 0.947
C 3.8629 1.6277 0.5187 -0.029 -1.494 -0.503
C -2.2001 -3.1127 3.1339 -0.025 -0.507 0.737
C 3.8920 -2.1752 -4.0711 -0.521 0.375 -0.015
C -4.4844 -1.9871 -1.6882 0.287 0.407 -0.198
C 2.4382 3.3787 -1.1942 0.807 -0.913 0.351
C -1.1307 3.2727 1.8379 0.875 -0.206 -0.066
C -3.4773 -1.0479 -1.4139 0.986 -1.604 0.107
C 2.3583 2.0010 -1.4230 1.077 0.020 2.268
C 3.0319 1.1267 -0.4864 -1.764 1.523 -0.721
C -0.6474 5.7848 2.8676 0.930 0.317 -0.224
C 5.6733 -0.8337 -3.2253 -0.417 1.337 1.445
C 4.8291 -0.3824 -2.1573 1.498 -1.065 -0.726
H 2.0031 4.0889 -1.8841 -0.199 -0.060 0.113
H 1.7850 1.5989 -2.2175 -0.454 -0.343 -0.673
H 0.4587 -3.5585 4.1951 -0.114 0.771 -1.036
H 1.4968 5.3711 2.6768 -0.793 -0.523 0.034
H -2.3958 -2.0744 3.3074 0.260 0.937 0.100
H 6.7091 -0.4776 -3.2367 -0.512 0.006 -0.179
H -2.7836 6.0588 2.7957 0.150 0.139 0.074
H -3.2354 3.7822 1.9835 0.672 0.174 -0.119
H -2.9475 -3.5076 -4.3189 0.091 -0.317 0.100
H -5.6559 -0.1224 -0.0710 -0.845 -0.526 0.380
H -2.2338 -3.5702 4.1444 -0.170 -0.094 -0.737
H 1.0892 3.1080 1.7411 -0.741 -0.019 0.194
H 1.1932 -2.9356 2.6566 0.616 -0.117 0.083
H -4.8729 1.3943 0.5168 -0.503 -0.141 0.007
H 5.2286 0.3684 -1.4761 -0.107 -0.451 -0.002
H 1.9466 -1.8941 -3.0459 1.054 -0.270 -0.033
H -3.0198 -3.4320 2.4817 0.176 -0.436 0.306
H 0.2000 -1.8489 3.6331 -0.020 -0.164 0.071
H -0.5102 6.7785 3.2751 0.290 -0.034 0.026
H 4.4787 3.4080 1.5559 0.207 -0.147 -0.317
H 0.0652 -5.0397 1.3907 0.265 0.277 -0.011
H -1.0511 -2.2253 -3.3656 0.253 -0.203 0.502
H -1.6566 -5.0856 1.6114 -0.207 -0.135 -0.361
H -5.1376 -3.4076 -3.1767 -0.054 -0.152 0.355
H 5.8635 -2.0672 -4.9812 -0.429 0.152 0.543
H -5.3786 1.2209 -1.1822 0.079 -0.211 0.199
H -0.6500 -5.5325 2.8739 0.285 -0.259 1.385
H 4.4945 0.8889 1.0288 -0.431 0.554 0.416
H 3.2057 4.8885 0.1375 -0.009 0.089 -0.124
H 3.5528 -2.9744 -4.7397 -0.145 0.700 0.039
H -5.3354 -2.0643 -1.0291 -0.503 0.400 -0.495
```
Forces are in eV/Å.



Entry 4:
DFT (ωB97M-V with the def2-TZVPD basis set) results for the molecule C7H10NO3PS.

The HOMO energy is -8.3 eV. The value obtained for the relative energy (zero: lowest compared OMol25 entry of this formula, charge and spin) is 144.5 kJ/mol. The value obtained for the calculated total energy is -35175.366 eV. For the HOMO-LUMO gap, the calculation gives 8.0 eV. Its structure (SMILES) is CO/N=C1\C=CC=C[C@@H]1SP(O)O.

Structure (XYZ):
```
23
Properties=species:S:1:pos:R:3:forces:R:3
S 1.7647 -0.1154 1.4916 0.144 -0.143 0.025
P 2.4182 -0.2687 -0.6453 -0.186 0.134 0.449
O 3.7754 -1.1397 -0.4143 -0.746 -2.463 -0.102
O -1.9822 -1.4247 -0.3540 -0.137 0.243 -0.357
O 1.3982 -1.4533 -1.1608 4.702 -0.606 -1.069
N -1.3751 -0.6695 0.6438 -0.508 -1.204 0.780
C -0.4943 0.7974 -0.9930 1.305 3.134 -4.861
C -2.8635 -2.4291 0.2373 1.030 1.878 0.443
C -0.6241 0.2819 0.2599 -0.170 -0.465 3.312
C 0.7355 2.7431 -0.0910 -0.295 -0.379 -3.009
C 0.2199 0.9237 1.3896 -2.519 -2.704 0.231
C 0.1411 1.9964 -1.2211 -0.377 -1.086 2.482
C 0.6496 2.2642 1.1056 0.290 0.315 3.141
H 0.1141 2.4613 -2.1697 0.211 0.138 -0.962
H 0.9791 2.7527 2.0180 0.503 0.402 -0.418
H 1.3976 3.5262 -0.3171 0.183 1.493 -0.176
H 0.5343 -1.3490 -0.9360 -4.020 0.351 1.086
H -2.4524 -3.3888 0.0276 0.352 -0.782 0.176
H -0.8345 0.3634 -1.9270 -0.583 -0.528 0.516
H -3.8334 -2.3444 -0.1990 -0.648 0.196 -0.434
H 3.6321 -2.1578 -0.3893 0.186 2.490 0.116
H -2.9013 -2.1370 1.2884 -0.123 -0.691 0.018
H -0.3992 0.7670 2.3554 1.405 0.276 -1.387
```
Forces are in eV/Å.